# 1
Computed, not measured: a cluster of 18 separate species, C60H168N12O24 in total, with the ωB97M-V functional and the def2-TZVPD basis.

F_max = 4.65 eV Å⁻¹
gap between HOMO and LUMO = 8.7 eV
HOMO energy = -8.47 eV
ΔE to the lowest compared entry with this formula, charge and spin = 772.6 kJ/mol

```
264
Properties=species:S:1:pos:R:3:mulliken_charge:R:1
O 3.278 2.771 2.067 -0.3801
O -1.703 -5.245 6.992 -0.3206
O 3.033 -5.505 3.526 -0.2853
O -3.758 -4.184 0.865 -0.6382
O 3.410 -4.516 -3.614 -0.4494
O -0.924 5.492 -2.022 -0.6058
O -3.767 -3.509 3.682 0.4578
O 6.879 -3.070 1.406 -0.3033
O -1.484 0.404 6.715 -0.5097
O 1.082 -1.320 6.650 -0.6416
O -5.534 -0.371 1.288 -0.6235
O -1.754 -4.744 -5.274 -0.4080
O -0.205 -0.880 1.576 0.6193
O -4.747 0.705 -4.205 -0.1662
O 4.885 1.378 -0.011 -0.6487
O 2.767 8.807 -4.195 -0.2873
O -2.601 -4.916 -1.888 -0.4977
O 5.349 0.651 2.408 -0.4825
O 2.621 2.367 -4.957 -0.3235
O -1.376 5.232 4.090 -0.4789
O 5.956 2.849 -2.454 -0.5659
O -4.074 5.529 -2.066 0.0006
O 1.401 2.631 -2.557 -0.2452
O 0.347 0.728 -0.898 -0.0533
N 1.207 3.368 -7.345 -0.6960
N -6.751 -3.970 5.687 -0.6731
N 9.916 -4.470 1.942 -0.7588
N 1.393 -3.106 3.403 0.3815
N 4.963 6.256 -2.554 -0.5195
N -1.202 -2.471 -4.192 -0.8862
N -2.691 8.280 2.353 -0.4956
N -7.662 1.022 -5.134 -0.6766
N 0.816 -2.063 -2.338 0.4000
N -3.088 0.831 3.960 -0.1763
N -5.904 2.328 -1.700 -0.5569
N 0.205 -6.021 4.162 -0.4247
C 3.745 6.875 -2.990 1.5972
C 0.865 1.053 0.403 0.0175
C -7.094 0.119 -4.128 0.8410
C -5.602 -0.374 -4.426 -0.6785
C -1.238 -6.066 -5.144 -0.7055
C -0.107 0.603 1.486 -0.5438
C -4.281 0.021 1.799 1.6774
C -2.428 -3.786 0.425 0.2811
C -0.832 4.098 3.685 -0.0896
C 3.116 -2.109 -1.659 -1.1892
C -4.830 4.390 -2.602 -1.0381
C 3.172 -4.555 2.476 -1.3236
C 0.683 -0.207 5.777 0.1640
C -0.164 4.301 -1.791 0.4210
C -0.826 -3.843 -5.959 -0.5844
C -3.615 2.667 -1.104 0.4029
C -0.597 -5.892 6.382 -0.8453
C -4.528 6.690 -2.553 -1.0235
C -2.624 -2.772 3.917 -0.4480
C -2.873 -6.084 7.179 -0.7676
C 8.084 -2.684 1.982 -0.6572
C -2.215 -3.665 -1.128 -0.1135
C 4.000 8.249 -3.685 -0.9904
C 4.409 1.182 3.412 0.1301
C -2.333 7.404 3.489 0.6164
C 3.006 -6.837 2.996 -0.9042
C 3.850 -2.754 4.194 -1.4406
C 4.614 2.730 -1.864 -0.1725
C 3.103 3.370 -5.876 -0.7388
C 2.790 6.947 -1.775 -1.5619
C -0.834 -6.520 4.979 1.2792
C 3.669 -4.086 -4.952 -0.5411
C -6.029 -5.304 3.942 -1.6748
C 4.080 2.651 3.279 -0.6010
C -5.446 -0.948 0.019 1.0298
C -3.431 0.478 -4.785 -0.6764
C -1.921 6.036 2.994 -0.4562
C 2.139 -2.521 -2.752 1.9147
C 2.203 -4.102 -2.972 -0.6044
C 9.367 -3.503 4.035 -1.6134
C -0.381 -1.376 -6.270 -1.9172
C 3.256 3.972 -8.294 -1.4936
C 2.777 10.267 -4.394 -0.7584
C -5.171 1.731 3.379 -1.8733
C -1.110 -8.072 4.982 -1.4536
C 3.484 1.214 -4.804 -1.1083
C -3.441 7.610 4.464 -1.4070
C 4.375 1.294 -1.302 0.4703
C -8.078 -0.963 -3.838 -1.6518
C -5.605 -4.397 5.053 1.4541
C 2.645 3.096 -7.208 0.4007
C 8.825 -3.828 2.671 0.7032
C 2.870 -3.127 3.074 1.0966
C -4.940 3.369 -1.382 0.4880
C -4.366 0.457 3.255 1.0759
C -1.263 -2.438 -5.613 0.9198
C -4.847 -3.203 4.552 -1.2754
C -0.115 0.815 6.522 -0.4395
C 0.585 3.691 -3.003 0.4306
C 6.444 -2.179 0.351 -0.2622
H -3.611 8.663 4.689 0.4194
H 3.123 10.677 -3.445 0.3186
H 4.347 1.469 -4.189 0.1850
H -5.269 -1.226 -3.834 0.3181
H 5.039 0.980 1.561 0.7411
H 3.007 -2.576 -0.680 -0.0184
H -6.440 -4.657 3.167 0.3700
H 4.722 0.481 -1.939 0.6231
H -0.138 3.283 -3.709 0.0578
H -9.118 -0.641 -3.782 0.3837
H -6.360 -1.531 -0.095 0.3287
H -0.716 -1.299 -7.304 0.5457
H 3.365 6.121 -3.679 -0.7946
H -0.895 -3.955 -7.041 0.4819
H 0.975 -6.148 4.804 0.2228
H -3.573 -5.326 7.531 0.2460
H 0.174 1.080 2.425 0.3774
H 5.503 6.922 -2.019 0.2486
H -1.593 3.568 3.113 0.2746
H -4.590 6.680 -3.641 0.3775
H 0.225 -5.180 6.306 0.4189
H 2.999 0.394 -4.273 0.2623
H 8.583 -3.336 4.774 0.3690
H -5.610 1.429 -1.348 -0.1588
H 2.997 3.806 -9.340 0.3353
H 3.516 10.447 -5.175 0.2869
H -5.360 1.907 4.438 0.4419
H 5.838 1.453 -0.100 0.2071
H 1.286 4.384 -3.468 -0.0841
H 0.349 0.914 7.503 0.3675
H 3.938 2.988 -2.679 -0.2732
H -7.274 -4.782 5.983 0.2797
H -4.746 -0.356 3.874 -0.3382
H -2.269 -2.826 4.946 0.5239
H 0.111 -2.080 -3.061 0.1913
H 5.552 6.204 -3.373 0.3242
H -4.953 2.683 2.896 0.2111
H 3.149 -1.044 -1.428 -0.1211
H -2.719 1.263 -4.527 0.0635
H 4.582 -4.577 -5.290 0.2756
H -5.540 6.812 -2.166 0.3395
H 6.738 -1.139 0.491 0.3288
H -2.194 -5.660 -1.438 0.3043
H 6.926 -2.434 -0.593 0.4899
H 9.892 -4.416 4.316 0.4642
H -0.470 -0.382 -5.831 0.3198
H -0.528 3.372 4.440 -0.1919
H -8.550 1.456 -4.927 0.2623
H 0.953 -3.923 3.005 0.0001
H 1.796 10.721 -4.541 0.2590
H 0.998 -2.307 2.927 -0.3100
H -3.876 7.537 -2.340 0.2400
H -4.228 3.839 -3.324 0.2147
H 2.405 -6.912 2.090 0.3396
H 2.844 -4.191 -5.657 0.1821
H 7.804 -2.032 2.810 0.2666
H 2.515 6.018 -1.276 0.1283
H 2.419 -1.933 -3.626 -0.3592
H -5.358 3.833 -0.488 0.3134
H -2.873 5.678 2.603 0.2155
H -0.494 -6.091 -4.348 0.2097
H 0.065 1.721 5.943 0.1231
H 3.594 0.480 3.586 -0.1564
H 1.138 2.108 0.421 0.5265
H 0.820 1.252 -1.549 -0.1854
H -2.006 -8.322 5.550 0.3413
H -1.179 -3.365 -1.288 0.0169
H -3.855 -4.045 1.810 0.3199
H 2.771 4.380 -5.633 0.1201
H -8.012 -1.537 -2.914 0.2879
H 10.077 -2.676 4.041 0.3156
H 1.901 7.513 -2.054 0.4753
H 3.789 0.797 -5.763 0.5515
H 1.654 0.126 5.410 0.0776
H -0.426 -1.123 0.674 -0.3344
H 3.878 -3.031 -4.777 0.1710
H 4.244 3.474 -1.158 0.3534
H 3.046 -2.507 2.195 -0.2355
H 4.905 3.315 3.020 0.2344
H 1.871 2.428 -3.369 0.2963
H 3.884 2.580 1.347 0.1251
H -2.891 3.354 -0.666 0.1624
H 2.976 4.973 -7.966 0.3511
H 4.013 -7.138 2.705 0.3306
H 0.688 3.081 -6.528 0.2230
H -2.861 9.257 2.540 0.1530
H 4.190 -4.625 2.094 0.9487
H 4.335 4.009 -8.147 0.3713
H -2.803 -2.781 -1.374 -0.0682
H -1.414 -0.515 6.983 0.3368
H -3.604 1.820 -0.418 -0.6368
H -0.194 -8.438 5.448 0.3420
H 4.868 -2.706 3.809 0.0980
H -1.725 -6.012 4.610 -0.2571
H -2.304 -2.240 -5.872 0.3523
H -1.813 -2.892 3.199 -0.2536
H -0.784 3.517 -1.357 -0.3606
H -2.945 -1.755 3.694 -0.0052
H -6.792 -6.050 4.163 0.4828
H 1.326 -2.082 6.120 0.2317
H 6.188 3.775 -2.554 0.3192
H 0.022 -0.672 5.045 0.1437
H -5.790 4.684 -3.026 0.5461
H -3.349 0.257 -5.849 0.4519
H -2.556 8.010 1.389 0.1102
H -4.315 7.197 3.961 0.2983
H 1.356 -4.514 -3.521 0.0743
H 3.640 -1.874 4.802 0.3124
H -0.644 -6.264 -6.036 0.3723
H -3.211 0.738 4.958 0.2753
H -5.472 -0.211 -0.784 -0.7817
H -7.917 -1.766 -4.557 0.3722
H -4.606 -1.633 -0.088 -0.0986
H 0.197 -5.013 4.231 -0.0981
H 10.423 -5.026 2.616 0.2106
H 8.164 -4.663 2.904 0.1465
H 1.067 4.369 -7.366 0.3355
H 0.824 -1.116 -1.989 -0.0172
H 0.057 4.194 3.062 0.3964
H 3.625 3.078 4.173 0.3895
H 2.507 -4.755 1.636 0.3414
H -6.429 -3.433 6.479 0.2711
H -2.047 -6.788 -5.028 0.2395
H -1.816 5.465 -1.668 0.2646
H 3.292 1.229 -1.204 -0.7080
H 4.926 1.012 4.357 0.3717
H -2.175 -2.449 -3.922 -0.1043
H 4.457 8.938 -2.975 0.4333
H -5.643 -0.717 -5.460 0.4419
H -1.416 7.796 3.929 0.1374
H -1.732 -4.545 0.780 0.6716
H -7.147 0.849 -3.320 0.1991
H -3.060 -0.418 -4.288 0.1564
H 5.376 -2.125 0.139 -0.3640
H 3.835 -3.632 4.841 0.4562
H 2.630 -7.526 3.753 0.2709
H -4.412 -2.752 5.444 0.5489
H -2.657 -6.728 8.031 0.3562
H -3.236 7.170 5.440 0.2896
H -1.274 -8.545 4.014 0.3507
H 1.745 0.445 0.613 -0.1623
H -5.990 2.143 -2.689 -0.0259
H 4.192 3.391 -5.841 0.3710
H -2.256 0.334 3.678 -0.3087
H -1.265 6.137 2.129 0.3181
H -4.902 -4.861 5.745 -0.4888
H -3.582 -0.814 1.759 -0.4223
H 4.174 -2.318 -1.819 0.6466
H 2.099 -4.625 -2.021 0.2881
H 2.921 2.051 -7.347 0.3938
H -1.048 1.110 1.271 -0.2817
H 0.157 -4.107 -5.570 0.1041
H -1.207 -3.455 -3.965 0.2895
H -7.899 0.517 -5.976 0.2307
H 9.599 -5.087 1.208 0.2521
H -3.155 2.136 -1.937 -0.0376
H 0.563 4.668 -1.067 -0.0575
H -0.190 -6.624 7.080 0.3373
H -6.195 1.487 3.094 0.4449
H 3.142 7.659 -1.029 0.4828
H 0.686 -1.600 -6.274 0.3363
H 8.799 -2.101 1.402 0.4709
H -3.648 0.726 1.261 -0.7084
H -5.239 -5.966 3.587 0.2615
H -3.308 -6.630 6.342 0.2718
H -5.473 -2.410 4.143 0.3103
H 4.671 8.152 -4.538 0.4187
H -2.104 -2.862 0.905 -0.5202
```

# 2
Computed, not measured: a structure of composition C2H11AsO3P, with the ωB97M-V functional and the def2-TZVPD basis.

F_max = 3.31 eV Å⁻¹
net charge = -1
gap between HOMO and LUMO = 7.4 eV
HOMO energy = -3.69 eV

```
18
Properties=species:S:1:pos:R:3:mulliken_charge:R:1
As 1.139 -0.837 0.307 -0.7721
P 0.835 1.050 -1.077 0.6207
O -0.412 0.943 -2.197 -0.4654
O 2.147 1.334 -1.793 -0.7389
O 0.502 2.449 -0.170 -0.5538
C -0.849 -1.277 0.325 -0.9915
C -1.763 -0.160 0.883 -0.8690
H 1.298 -1.694 -1.011 0.1101
H -1.189 -1.650 -0.648 0.3714
H 1.460 -2.130 1.161 0.1251
H -2.780 -0.343 0.518 0.3037
H -0.773 1.812 -2.330 0.2827
H -0.955 -2.132 1.007 0.4543
H 0.913 0.006 1.632 0.0575
H 1.039 2.409 0.606 0.3118
H 2.663 -0.480 0.275 0.1673
H -1.787 -0.138 1.971 0.3348
H -1.487 0.840 0.541 0.2512
```

# 3
Computed, not measured: a structure of composition C24H34BCrN14, with the ωB97M-V functional and the def2-TZVPD basis.

F_max = 0.34 eV Å⁻¹
expectation value of S² = 0.761
net charge = +2
gap between HOMO and LUMO (alpha / beta) = 7.3 / 7.9 eV
spin multiplicity = 2
HOMO energy (alpha / beta) = -13.90 / -13.91 eV

```
74
Properties=species:S:1:pos:R:3:mulliken_charge:R:1
Cr 0.503 0.353 -0.253 -0.5548
N 1.374 -4.174 2.577 -0.6081
N 2.114 -6.097 3.546 -0.3943
N -0.394 -2.777 1.552 -0.5981
N -1.036 -1.403 -2.508 0.1949
N -0.142 -5.878 3.134 -0.3435
N -1.826 1.926 -1.021 -0.3221
N 0.151 2.194 -2.533 -0.3790
N 0.149 3.290 -0.328 -0.1695
N 0.745 -1.389 -1.044 1.3699
N 0.789 1.068 -2.146 1.2455
N 0.568 -3.040 -2.736 0.1936
N 0.840 2.311 0.309 1.0453
N -1.430 0.785 -0.410 0.9892
N 0.585 0.030 1.774 1.4310
C 1.551 2.919 1.272 -0.5495
C -0.278 0.157 3.992 -1.0566
C -1.645 -3.417 -3.719 -0.6319
C -0.437 0.194 2.626 -0.3798
C -3.662 0.854 -0.396 -1.3846
C 1.543 0.679 -3.181 -0.5856
C 1.320 4.283 1.260 -1.1457
C 0.417 4.473 0.227 -0.0904
C 1.184 -0.071 6.030 -1.5297
C 2.053 -1.945 -0.655 -0.7606
C 2.039 -0.229 3.657 -1.2975
C -0.151 -3.592 -3.892 -0.5811
C -2.541 0.128 -0.029 -0.6820
C 1.834 -3.682 -2.383 -0.7851
C 0.397 -3.466 2.051 0.6169
C 0.494 2.505 -3.785 -0.1068
C 0.099 -1.968 -2.089 0.0012
C 1.098 -5.360 3.079 0.6094
C 1.804 -0.168 2.302 -0.8461
C -3.157 1.990 -1.018 -0.0537
C 0.981 -0.057 4.547 0.8679
C 2.149 -3.431 -0.931 -0.7339
C 1.393 1.556 -4.245 -1.3437
C -1.922 -1.941 -3.543 -0.7736
B -0.750 2.935 -1.530 0.0727
H -4.695 0.603 -0.229 0.5025
H 1.428 -3.957 -0.305 0.1341
H -0.049 5.372 -0.143 0.4806
H 2.632 -3.318 -3.038 0.2082
H -1.252 3.902 -2.015 -0.0341
H 0.085 3.377 -4.269 0.4889
H 2.175 -1.790 0.415 -0.1273
H -1.143 0.294 4.627 0.4894
H -1.410 0.366 2.192 0.4486
H 1.974 -6.983 3.994 0.1889
H 1.745 5.029 1.908 0.4492
H -1.404 -0.688 -1.905 -0.3738
H 0.116 -4.644 -3.968 0.3948
H 0.188 -3.094 -4.805 0.2607
H 2.859 -1.419 -1.181 0.3879
H 1.721 -4.750 -2.567 0.5408
H -0.330 -6.767 3.563 0.1921
H 3.045 -0.400 4.016 0.4375
H -1.750 -1.409 -4.481 0.3239
H 2.195 2.356 1.928 0.5731
H 0.984 0.921 6.440 0.3418
H -2.167 -3.799 -4.595 0.3864
H -3.666 2.833 -1.456 0.5097
H 1.866 1.510 -5.210 0.4755
H -2.459 -0.830 0.467 0.7136
H -1.989 -3.975 -2.846 0.2920
H 2.199 -0.354 6.296 0.3816
H 0.488 -0.762 6.506 0.3914
H 2.633 -0.264 1.611 0.7787
H -2.949 -1.751 -3.235 0.3877
H 3.147 -3.794 -0.689 0.4953
H 3.037 -5.700 3.531 0.2267
H 2.151 -0.209 -3.119 0.5238
H -0.927 -5.315 2.854 0.1793
```

# 4
Computed, not measured: an isolated molecule of C2H3N3S, with the ωB97M-V functional and the def2-TZVPD basis.

F_max = 4.29 eV Å⁻¹
gap between HOMO and LUMO = 9.3 eV
HOMO energy = -8.67 eV
ΔE to the lowest compared entry with this formula, charge and spin = 172.2 kJ/mol
SMILES string = S=c1nc[nH][nH]1

```
9
Properties=species:S:1:pos:R:3:mulliken_charge:R:1
S 0.888 1.572 2.166 -0.3768
N 0.923 0.440 -0.233 -0.1718
N -0.881 -0.456 1.156 -0.4202
N -0.021 -0.344 -0.969 -0.1472
C 0.460 0.572 1.040 0.2186
C -0.944 -0.839 -0.052 0.0613
H 0.239 -0.650 -1.873 0.2220
H 1.119 1.244 -0.791 0.2979
H -1.783 -1.539 -0.445 0.3161
```